# 1
112
Properties=species:S:1:pos:R:3 method="wB97M-V/def2-TZVPD" homo_ev=-7.59 multiplicity=1 homo_lumo_gap_ev=7.3073 lumo_ha=-0.010 smiles="C=C[C@@]1(I)[C@@H](B(O)N(C)C)OC(=O)[C@H]1CCCCCCCCCC.c1ccncc1.c1ccncc1.c1ccncc1.c1ccncc1.c1ccncc1"
C 3.51692 1.22001 1.48015
C 4.23534 -0.03653 1.32201
C 3.95744 -0.84243 -0.02017
I 2.43304 0.18811 -1.26897
C 5.22756 -0.78796 -0.99368
B 6.16286 0.53849 -1.04942
O 7.54050 0.33442 -1.53103
N 5.75338 1.92838 -0.68622
C 6.71757 2.34549 0.39541
C 5.82132 2.87694 -1.84125
O 5.86686 -2.08397 -0.69358
C 4.76839 -3.02596 -0.67636
O 4.91789 -4.18699 -1.11181
C 3.44734 -2.35612 0.01438
C 3.36307 -3.17863 1.38147
C 2.45519 -2.55367 2.53571
C 1.10950 -1.82689 2.06325
C 0.82866 -0.65384 3.16214
C -0.51835 0.17099 2.89774
C -0.76630 0.61154 1.37505
C -1.74217 -0.48288 0.70777
C -1.55551 -0.48020 -0.88422
C -1.93938 0.93900 -1.57084
C -0.92247 1.24746 -2.79285
H 4.07254 2.21242 1.33019
H 2.40264 1.28146 1.69526
H 4.93203 -0.46918 2.10707
H 4.87137 -0.98015 -2.07946
H 7.42580 0.36433 -2.51471
H 7.18591 1.44059 0.93589
H 7.57761 2.98572 -0.02168
H 6.21110 2.98443 1.20542
H 6.21652 3.90362 -1.50100
H 4.75612 3.02730 -2.22660
H 6.53895 2.48722 -2.64476
H 2.60252 -2.65224 -0.70942
H 2.95922 -4.22270 1.12257
H 4.42570 -3.33386 1.79986
H 2.13318 -3.42096 3.22636
H 3.02462 -1.82399 3.19891
H 1.16730 -1.29214 1.06078
H 0.21943 -2.54399 2.10104
H 0.68611 -1.22568 4.15679
H 1.75939 -0.00340 3.32248
H -0.41574 1.15212 3.50128
H -1.41193 -0.37187 3.37519
H -1.23017 1.66650 1.37156
H 0.24078 0.66415 0.81308
H -1.51526 -1.55234 1.06723
H -2.83520 -0.23727 1.00608
H -0.49891 -0.78823 -1.18421
H -2.25410 -1.30360 -1.29213
H -1.89079 1.78810 -0.81607
H -3.00964 0.83736 -1.94419
H -0.67297 0.28216 -3.34933
H -1.44612 2.00227 -3.47886
H 0.01429 1.75494 -2.38524
C -7.63246 1.30735 -0.08062
C -7.00482 2.16473 0.81100
C -5.70462 1.87595 1.19299
N -5.01522 0.81096 0.75378
C -5.64656 -0.00288 -0.10673
C -6.94261 0.20010 -0.55242
H -8.64904 1.49979 -0.40421
H -7.51352 3.03792 1.20023
H -5.17028 2.51836 1.88554
H -5.06704 -0.85688 -0.44436
H -7.40126 -0.48989 -1.24978
C 12.47253 1.19090 -0.27361
C 11.37043 0.38000 -0.50205
C 10.11604 0.86701 -0.16833
N 9.90616 2.08017 0.36835
C 10.98995 2.84357 0.58065
C 12.28293 2.44958 0.27819
H 13.46994 0.84530 -0.52286
H 11.48212 -0.60827 -0.93016
H 9.22371 0.27071 -0.33176
H 10.79086 3.81742 1.01707
H 13.12031 3.10896 0.46954
C -13.52062 -0.13679 -0.05157
C -12.76495 -0.00728 -1.20769
C -11.50822 0.56683 -1.10798
N -10.97830 1.01004 0.04320
C -11.73080 0.87439 1.14627
C -12.99635 0.31110 1.15229
H -14.50867 -0.58223 -0.08830
H -13.14305 -0.34492 -2.16444
H -10.87774 0.68712 -1.98324
H -11.27914 1.24268 2.06181
H -13.55805 0.22531 2.07388
C 5.87315 -7.91532 1.56662
C 5.62737 -7.63964 2.90448
C 5.59103 -6.31395 3.30420
N 5.78361 -5.27731 2.47287
C 6.02131 -5.57160 1.18399
C 6.07391 -6.86315 0.68528
H 5.90806 -8.94064 1.21464
H 5.46728 -8.43643 3.62011
H 5.39931 -6.04752 4.33871
H 6.17527 -4.71878 0.53724
H 6.26741 -7.04145 -0.36490
C -11.62410 4.32246 -3.10108
C -10.63133 3.63978 -2.41345
C -9.35444 3.62229 -2.95202
N -9.02124 4.22490 -4.10418
C -10.00037 4.87655 -4.75000
C -11.30647 4.95594 -4.29377
H -12.63564 4.36027 -2.71145
H -10.84380 3.13342 -1.48041
H -8.54329 3.10452 -2.44990
H -9.70369 5.35240 -5.67921
H -12.05597 5.49828 -4.85650

=====

# 2
109
Properties=species:S:1:pos:R:3 method="wB97M-V/def2-TZVPD" homo_ev=-13.32 charge=+2 multiplicity=1 homo_lumo_gap_ev=6.7988 lumo_ha=-0.240 relative_energy_kcal_mol=60.1
Tl 0.77117 -0.50386 0.51710
C 3.42703 1.50857 -0.89356
C 2.96568 0.10866 -1.24856
C 3.69315 -1.04664 -0.64863
C 4.80062 -0.74539 0.35896
C 3.48243 -2.30539 -1.12469
C 4.43220 -3.47277 -0.75728
C 2.54954 -2.50771 -2.14971
C 2.58660 -3.84872 -2.84498
C 1.80864 -1.44157 -2.64842
C 0.84805 -1.72972 -3.76181
C 2.05458 -0.09385 -2.25390
C 1.36568 1.06663 -2.91602
H 3.51594 1.71101 0.16989
H 2.76026 2.21189 -1.38737
H 4.42525 1.68355 -1.26064
H 5.74106 -1.02118 -0.05578
H 4.77172 -1.32328 1.28686
H 4.93365 0.27318 0.63246
H 5.37954 -2.98643 -0.56741
H 4.59444 -4.12005 -1.56519
H 3.98516 -4.11315 -0.00224
H 1.73776 -4.03914 -3.44172
H 2.71936 -4.70468 -2.18946
H 3.46709 -3.79216 -3.56110
H 0.04443 -2.43686 -3.38314
H 1.21918 -2.14733 -4.69034
H 0.25410 -0.85728 -4.05873
H 0.40537 0.79891 -3.35939
H 1.97459 1.39974 -3.76999
H 1.28977 1.85532 -2.23439
C -0.14327 -6.28336 -0.00115
Si -1.81586 -5.40303 -0.28993
C -3.17941 -6.56897 0.09614
C -1.94889 -4.77884 -2.07348
C -2.13704 -3.86087 0.77922
C -3.24446 -3.66874 1.63088
C -3.35811 -2.62760 2.49643
C -2.40596 -1.63838 2.46777
N -1.32758 -1.73703 1.67109
C -1.21000 -2.81195 0.82451
S 0.22806 -2.77242 -0.26153
H -0.17663 -7.18805 -0.61949
H -0.25159 -6.61189 1.04047
H 0.83644 -5.85379 -0.03122
H -2.94209 -7.45303 -0.51144
H -4.04315 -6.09077 -0.35015
H -3.46695 -6.97329 1.04750
H -2.11286 -5.65712 -2.71487
H -1.01427 -4.39292 -2.41749
H -2.76624 -4.03830 -2.30230
H -3.99064 -4.45189 1.68777
H -4.19174 -2.54972 3.11780
H -2.42057 -0.73887 3.09768
C -5.63239 2.06285 0.49634
C -4.98939 2.55117 -0.77898
C -5.78596 2.07681 -1.95532
C -4.92772 4.11108 -0.69872
C -3.56517 2.05118 -0.86682
C -3.38240 0.71916 -1.29568
C -2.19345 0.11224 -1.07762
N -1.16426 0.75571 -0.45991
C -1.25154 2.06123 -0.19037
C -2.47345 2.77745 -0.29863
C 0.03744 2.62479 0.35019
C 0.40280 3.91586 0.15276
C 1.54563 4.41232 0.80688
C 2.15017 3.61903 1.77173
C 1.78297 2.32624 1.85968
N 0.74864 1.81910 1.11336
C 1.97957 5.83948 0.50825
C 2.45332 5.80661 -0.97129
C 0.86635 6.83463 0.78754
C 3.19574 6.34741 1.40540
H -6.55270 2.61661 0.62881
H -5.01501 2.12085 1.34730
H -5.97232 0.99176 0.48998
H -6.76898 2.46661 -1.79463
H -5.87517 0.98174 -2.16065
H -5.26655 2.52844 -2.87753
H -5.89221 4.51816 -1.08866
H -4.21889 4.66772 -1.29023
H -4.89436 4.40484 0.30144
H -4.17237 0.13553 -1.81362
H -1.98005 -0.83973 -1.55507
H -2.61716 3.82677 0.10047
H -0.22991 4.58690 -0.51004
H 2.91288 3.99664 2.43108
H 2.16024 1.54478 2.49366
H 1.58702 5.73158 -1.62030
H 3.08964 4.93167 -1.05126
H 3.00568 6.71020 -1.13257
H -0.10616 6.59021 0.39348
H 1.01525 7.72556 0.17192
H 0.84302 7.08134 1.82483
H 4.13146 5.83349 1.20794
H 2.99800 6.27850 2.43735
H 3.19135 7.38482 1.11528
Br 1.20096 -3.29492 6.76898
C 1.24483 -2.27157 5.22131
C 2.06295 -2.62957 4.17278
C 2.13175 -1.91225 3.01877
N 1.33522 -0.82157 2.88190
C 0.52121 -0.44464 3.84264
C 0.44531 -1.15866 5.03877
H 2.58124 -3.60129 4.11936
H 2.64307 -2.26911 2.12426
H -0.08181 0.44670 3.59661
H -0.17552 -0.91191 5.93178